(1)
Here is one molecule with the formula C21H21N3OS2 at a distorted geometry from the OMol25 dataset. Energies are from ωB97M-V with the def2-TZVPD basis set.

```
! RIJCOSX wB97M-V def2-TZVPD def2/J DEFGRID3
* xyz 0 1
C -6.478 -2.702 0.561
C -5.785 -1.349 0.673
C -5.090 -0.987 -0.633
H -4.362 -1.738 -0.936
H -5.825 -0.878 -1.430
S -4.235 0.640 -0.570
C -2.555 0.171 -0.315
C -1.543 0.842 -0.909
C -1.762 1.872 -1.830
N -1.887 2.716 -2.599
C -0.101 0.546 -0.532
C 0.332 1.562 0.490
C -0.055 1.657 1.792
C 0.517 2.763 2.459
C 1.329 3.495 1.657
S 1.410 2.856 0.064
H 1.888 4.378 1.895
H 0.329 3.000 3.491
H -0.724 0.959 2.263
C 0.026 -0.867 0.012
C -1.047 -1.491 0.540
N -2.291 -0.883 0.515
H -3.062 -1.371 0.943
C -1.064 -2.828 1.205
H -1.533 -2.749 2.186
H -0.059 -3.218 1.309
H -1.638 -3.534 0.604
C 1.356 -1.524 -0.049
O 1.499 -2.734 -0.044
N 2.398 -0.644 -0.116
C 3.766 -0.904 -0.227
C 4.295 -2.182 -0.376
C 5.663 -2.348 -0.491
C 6.515 -1.258 -0.460
C 5.990 0.016 -0.313
C 4.625 0.194 -0.198
H 4.216 1.189 -0.087
H 6.644 0.874 -0.289
H 7.582 -1.397 -0.550
H 6.065 -3.343 -0.607
H 3.635 -3.032 -0.400
H 2.183 0.339 -0.017
H 0.518 0.663 -1.431
H -5.069 -1.373 1.499
H -6.519 -0.575 0.907
H -6.977 -2.948 1.494
H -5.758 -3.487 0.338
H -7.221 -2.684 -0.232
*
```

**Molecular weight**: 395.55 g mol⁻¹
**Structure (SMILES)**: CCCSC1=C(C#N)[C@@H](c2cccs2)C(C(=O)Nc2ccccc2)=C(C)N1
**Frontier orbital gap**: 8.4645 eV
**HOMO level**: -8.289 eV
**Largest force on an atom**: 1.18 eV Å⁻¹

Electronic structure analysis, Löwdin charges in units of e: C -0.108; C -0.331; C -0.470; H 0.084; H 0.078; S 1.009; C -0.510; C -0.215; C -0.242; N 0.175; C -0.229; C -0.505; C -0.105; C -0.174; C -0.401; S 1.051; H 0.061; H 0.102; H 0.117; C -0.041; C -0.220; N 0.074; H 0.114; C 0.001; H 0.090; H 0.072; H 0.097; C -0.395; O 0.058; N 0.147; C -0.210; C -0.013; C -0.082; C -0.103; C -0.091; C -0.028; H 0.095; H 0.102; H 0.098; H 0.103; H 0.097; H 0.080; H 0.147; H 0.092; H 0.106; H 0.073; H 0.074; H 0.075

(2)
Here is C21H21N4O2RuS as an isolated structure at a distorted geometry from the OMol25 dataset. Energies are from ωB97M-V with the def2-TZVPD basis set.

```
! RIJCOSX wB97M-V def2-TZVPD def2/J DEFGRID3
* xyz 2 2
Ru 0.240 -0.277 -0.181
N 0.368 1.510 1.138
C 1.173 2.481 0.456
C 0.613 3.668 0.005
C 1.435 4.644 -0.540
C 2.803 4.421 -0.635
C 3.340 3.209 -0.225
C 2.517 2.218 0.293
C 2.960 0.848 0.600
C 4.028 0.559 1.435
C 4.357 -0.762 1.737
C 3.678 -1.808 1.136
C 2.650 -1.534 0.237
C 2.241 -0.209 0.030
H -0.556 1.854 1.372
H 0.821 1.079 1.937
H -0.454 3.838 0.106
H 1.011 5.579 -0.878
H 3.446 5.185 -1.048
H 4.399 3.018 -0.342
H 4.589 1.375 1.874
H 5.159 -0.970 2.431
H 3.945 -2.834 1.350
H 2.187 -2.356 -0.295
C -4.657 0.614 0.809
O -4.004 0.907 -0.451
C -2.706 0.781 -0.501
O -1.982 0.395 0.414
N -2.206 1.159 -1.702
N -0.875 0.863 -2.025
H -5.718 0.649 0.596
H -4.398 1.371 1.545
H -4.366 -0.371 1.163
H -2.834 1.509 -2.411
H -0.361 1.721 -2.221
H -0.866 0.293 -2.865
S -1.974 -3.455 2.220
C -0.734 -2.288 2.170
N -0.325 -1.961 0.976
C -1.016 -2.653 -0.002
C -0.754 -2.540 -1.366
C -1.551 -3.249 -2.240
C -2.570 -4.085 -1.752
C -2.782 -4.254 -0.397
C -1.990 -3.512 0.483
H -0.318 -1.873 3.077
H 0.126 -1.983 -1.730
H -1.380 -3.195 -3.306
H -3.183 -4.634 -2.454
H -3.527 -4.944 -0.027
*
```

**Molecular weight**: 494.56 g mol⁻¹
**⟨S²⟩**: 0.770
**ΔE to the lowest compared entry with this formula, charge and spin**: 46.5 kcal per mole
**Frontier orbital gap (spin up / spin down)**: 6.8734 / 6.6470 eV
**HOMO level (spin up / spin down)**: -14.259 / -14.366 eV
**Largest force on an atom**: 2.61 eV Å⁻¹

Electronic structure analysis, Löwdin charges in units of e: Ru 1.242; N 0.070; C -0.265; C -0.026; C -0.048; C -0.036; C 0.013; C -0.153; C -0.209; C 0.007; C -0.030; C -0.054; C -0.108; C -0.192; H 0.111; H 0.130; H 0.120; H 0.120; H 0.122; H 0.133; H 0.133; H 0.123; H 0.119; H 0.095; C 0.022; O 0.028; C -0.567; O -0.021; N 0.050; N 0.037; H 0.109; H 0.107; H 0.095; H 0.177; H 0.118; H 0.120; S 1.175; C -0.382; N -0.100; C -0.363; C -0.069; C -0.037; C -0.034; C -0.032; C -0.433; H 0.106; H 0.098; H 0.123; H 0.125; H 0.129

(3)
Here is C21H21N4O3S4SbSiTc as an isolated structure from the OMol25 dataset. Energies are from ωB97M-V with the def2-TZVPD basis set.

```
! RIJCOSX wB97M-V def2-TZVPD def2/J DEFGRID3
* xyz 1 1
Tc -0.131 0.352 -0.191
O -2.613 -1.513 2.378
C -1.781 -0.795 1.902
N -1.848 -0.215 0.610
C -3.071 0.226 0.129
C -4.364 -0.166 0.504
C -5.421 0.464 -0.108
C -5.225 1.470 -1.075
C -3.964 1.858 -1.448
C -2.877 1.230 -0.816
N -1.530 1.470 -0.999
C -1.143 2.139 -2.218
O -1.541 3.202 -2.580
C -0.276 1.214 -3.013
C 0.066 1.441 -4.323
C 0.801 0.463 -4.980
C 1.138 -0.696 -4.301
C 0.766 -0.839 -2.975
N 0.076 0.107 -2.337
C -0.567 -0.339 2.644
C -0.355 -0.643 3.966
C 0.769 -0.107 4.585
C 1.625 0.690 3.847
C 1.344 0.942 2.511
N 0.250 0.444 1.929
H -4.517 -0.948 1.229
H -6.429 0.175 0.156
H -6.083 1.949 -1.527
H -3.807 2.646 -2.169
H -0.251 2.359 -4.799
H 1.100 0.603 -6.010
H 1.690 -1.489 -4.785
H 1.022 -1.715 -2.401
H -1.064 -1.278 4.479
H 0.969 -0.312 5.628
H 2.512 1.124 4.286
H 2.000 1.550 1.903
S 3.852 3.616 1.934
Sb 3.543 5.504 0.872
S 1.246 2.248 -0.582
S 0.572 3.587 0.865
S 1.206 5.354 0.100
C 3.726 -1.632 0.774
Si 2.061 -2.323 0.386
C 2.140 -3.550 -0.999
C 1.257 -3.099 1.862
O 1.120 -0.999 -0.091
H 4.417 -2.429 1.059
H 3.675 -0.919 1.600
H 4.146 -1.116 -0.092
H 2.673 -4.441 -0.657
H 2.681 -3.164 -1.866
H 1.144 -3.871 -1.315
H 1.642 -4.112 2.005
H 0.174 -3.178 1.736
H 1.458 -2.536 2.775
*
```

**Molecular weight**: 753.54 g mol⁻¹
**ΔE to the lowest compared entry with this formula, charge and spin**: 10.8 kcal per mole
**Frontier orbital gap (spin up / spin down)**: 5.6906 / 5.7809 eV
**HOMO level (spin up / spin down)**: -10.480 / -10.480 eV
**Largest force on an atom**: 0.52 eV Å⁻¹

Electronic structure analysis, Löwdin charges in units of e: Tc 1.413; O 0.152; C -0.386; N -0.031; C -0.191; C 0.007; C -0.049; C -0.053; C 0.010; C -0.197; N -0.092; C -0.474; O 0.160; C -0.237; C 0.037; C -0.009; C -0.010; C -0.072; N -0.031; C -0.199; C 0.026; C -0.010; C -0.007; C -0.159; N -0.029; H 0.109; H 0.114; H 0.114; H 0.113; H 0.137; H 0.124; H 0.121; H 0.082; H 0.137; H 0.125; H 0.121; H -0.012; S -0.157; Sb 0.557; S 0.191; S -0.094; S -0.106; C -0.146; Si 0.344; C -0.170; C -0.142; O -0.498; H 0.047; H 0.028; H 0.044; H 0.047; H 0.035; H 0.044; H 0.048; H 0.041; H 0.028

(4)
Here is C21H21N5O3Ti as an isolated structure at a distorted geometry from the OMol25 dataset. Energies are from ωB97M-V with the def2-TZVPD basis set.

```
! RIJCOSX wB97M-V def2-TZVPD def2/J DEFGRID3
* xyz 0 3
Ti -0.419 0.139 -0.670
O -2.181 0.360 0.010
C -3.413 0.124 -0.472
C -4.461 -0.125 0.519
C -5.476 -0.916 0.084
C -5.763 -1.038 -1.289
C -4.945 -0.499 -2.241
C -3.666 -0.035 -1.831
C -2.517 0.142 -2.707
N -1.263 0.528 -2.389
C -0.402 0.661 -3.554
C 0.903 -0.043 -3.363
N 0.995 -0.625 -2.060
C 2.106 -1.080 -1.467
C 2.063 -1.849 -0.267
C 3.296 -2.346 0.307
C 3.300 -3.060 1.495
C 2.082 -3.385 2.104
C 0.857 -2.994 1.528
C 0.835 -2.095 0.439
O -0.359 -1.598 0.059
H -4.185 0.072 1.530
H -6.113 -1.440 0.832
H -6.688 -1.463 -1.629
H -5.210 -0.375 -3.286
H -2.744 -0.015 -3.740
H -0.281 1.730 -3.765
H -0.901 0.169 -4.416
H 1.785 0.616 -3.550
H 0.927 -0.827 -4.177
H 3.099 -1.008 -1.896
H 4.219 -2.199 -0.301
H 4.241 -3.379 1.945
H 1.994 -3.970 3.026
H -0.103 -3.293 1.950
C 2.641 3.730 0.318
N 1.993 2.891 1.294
C 2.312 3.050 2.639
C 1.878 2.203 3.573
C 1.162 1.073 3.098
N 0.639 1.041 1.864
C 1.020 1.928 0.951
O 0.530 1.940 -0.234
N 0.893 0.070 3.906
H 2.198 4.760 0.459
H 2.507 3.284 -0.673
H 3.743 3.711 0.488
H 2.942 3.955 2.771
H 2.033 2.353 4.671
H 1.489 -0.145 4.677
H 0.410 -0.726 3.436
*
```

**Molecular weight**: 439.30 g mol⁻¹
**⟨S²⟩**: 2.042
**ΔE to the lowest compared entry with this formula, charge and spin**: 19.5 kcal per mole
**Frontier orbital gap (spin up / spin down)**: 4.0818 / 6.9280 eV
**HOMO level (spin up / spin down)**: -4.246 / -7.091 eV
**Largest force on an atom**: 3.92 eV Å⁻¹

Electronic structure analysis, Löwdin charges in units of e: Ti 1.102; O -0.181; C -0.272; C 0.008; C -0.092; C -0.106; C -0.044; C -0.155; C -0.021; N -0.102; C -0.211; C -0.250; N -0.153; C -0.153; C -0.185; C -0.070; C -0.147; C -0.143; C -0.055; C -0.348; O -0.210; H 0.104; H 0.118; H 0.094; H 0.113; H 0.109; H 0.123; H 0.112; H 0.116; H 0.123; H 0.099; H 0.107; H 0.088; H 0.085; H 0.106; C -0.023; N -0.057; C -0.030; C -0.003; C -0.363; N 0.206; C -0.425; O -0.079; N 0.199; H 0.120; H 0.097; H 0.106; H 0.147; H 0.137; H 0.116; H 0.143

(5)
Here is C21H21N9O2S2Ti as an isolated structure at a distorted geometry from the OMol25 dataset. Energies are from ωB97M-V with the def2-TZVPD basis set.

```
! RIJCOSX wB97M-V def2-TZVPD def2/J DEFGRID3
* xyz 0 3
Ti -0.626 0.598 -1.033
N -2.900 -2.545 1.348
C -2.195 -1.551 0.730
S -2.502 -1.285 -0.938
N -1.322 -0.933 1.497
N -0.535 -0.019 0.897
C 0.191 0.761 1.663
C 0.044 0.772 3.135
C 0.241 -0.378 3.896
C 0.014 -0.356 5.262
C -0.416 0.808 5.883
C -0.602 1.960 5.133
C -0.370 1.943 3.766
C 1.105 1.632 0.955
C 2.016 2.497 1.569
C 2.909 3.194 0.788
C 2.890 3.022 -0.596
C 1.953 2.175 -1.136
N 1.072 1.507 -0.389
H -3.749 -2.820 0.886
H -2.924 -2.509 2.356
H 0.577 -1.283 3.411
H 0.167 -1.253 5.847
H -0.602 0.818 6.949
H -0.938 2.873 5.608
H -0.536 2.835 3.174
H 2.015 2.591 2.645
H 3.624 3.869 1.237
H 3.595 3.539 -1.231
H 1.878 2.018 -2.205
C 0.108 -3.217 -2.708
C -0.023 -1.737 -2.554
N 0.477 -1.089 -1.491
N 1.024 -1.925 -0.523
C 2.249 -1.766 0.020
N 2.414 -2.378 1.224
S 3.508 -0.978 -0.721
C -0.715 -0.914 -3.469
C -1.215 -1.339 -4.718
C -1.766 -0.428 -5.575
C -1.835 0.924 -5.188
C -1.413 1.271 -3.931
N -0.880 0.395 -3.057
H 1.063 -3.552 -2.306
H 0.045 -3.515 -3.752
H -0.699 -3.717 -2.163
H 0.356 -2.514 -0.041
H 1.739 -3.048 1.558
H 3.362 -2.481 1.538
H -1.145 -2.381 -4.994
H -2.145 -0.742 -6.538
H -2.226 1.676 -5.857
H -1.495 2.293 -3.591
O -0.863 2.567 -1.430
N -1.830 2.644 -0.600
O -2.167 1.471 -0.242
*
```

**Molecular weight**: 543.46 g mol⁻¹
**⟨S²⟩**: 2.022
**Frontier orbital gap (spin up / spin down)**: 5.6427 / 6.9799 eV
**HOMO level (spin up / spin down)**: -6.034 / -7.743 eV
**Largest force on an atom**: 2.33 eV Å⁻¹

Electronic structure analysis, Löwdin charges in units of e: Ti 0.832; N 0.063; C -0.836; S 0.755; N 0.024; N -0.082; C -0.161; C -0.174; C -0.034; C -0.077; C -0.087; C -0.077; C -0.032; C -0.187; C 0.017; C -0.036; C -0.036; C -0.119; N -0.015; H 0.073; H 0.095; H 0.097; H 0.102; H 0.102; H 0.104; H 0.123; H 0.118; H 0.113; H 0.112; H 0.131; C -0.014; C -0.340; N -0.097; N -0.044; C -0.935; N 0.079; S 0.596; C -0.273; C -0.012; C -0.067; C -0.064; C -0.113; N -0.034; H 0.084; H 0.072; H 0.088; H 0.135; H 0.097; H 0.081; H 0.105; H 0.106; H 0.100; H 0.107; O -0.223; N -0.089; O -0.249